[1]
42
Properties=species:S:1:pos:R:3:forces:R:3 method="wB97M-V/def2-TZVPD" charge=0 mol_weight_g_mol=384.67 homo_energy_ev="-6.51 / -8.62" homo_lumo_gap_ev="6.1 / 8.1" spin_multiplicity=2
Zn 0.4602 2.0139 -0.1838 -0.1 0.0 1.4
F -0.2649 0.1530 0.2442 0.1 0.2 -0.3
C -0.0533 1.2322 -2.9381 0.0 -4.6 0.6
O -0.0922 2.0008 -2.0452 -0.6 4.2 2.6
N 0.0142 -0.0781 -2.7831 0.0 -1.6 1.3
N -0.0982 1.4882 -4.1669 0.0 4.0 -6.4
H 0.0677 -0.2872 -1.7964 0.4 -1.2 0.0
H 0.3851 -0.5356 -3.6036 0.1 -0.9 1.2
H -0.0248 2.4697 -4.3937 -0.2 -0.2 -0.5
H -0.1234 0.7982 -4.9041 -0.1 0.4 0.3
C 3.5060 1.3715 -0.8140 0.3 0.3 2.8
O 2.2888 1.2545 -0.6918 -0.2 -0.8 -0.6
N 4.1238 1.9046 -1.8118 0.8 1.4 -3.9
N 4.3621 1.1277 0.1879 -0.6 -1.0 1.9
H 5.0984 2.1506 -1.7128 -0.4 0.0 -0.4
H 3.5668 2.2581 -2.5766 0.4 0.0 0.0
H 5.3673 1.2227 0.1611 -0.5 -0.1 0.0
H 3.8869 0.8298 1.0278 0.5 -0.2 0.1
C -4.0355 0.7901 0.1967 -1.3 2.0 4.3
O -3.8916 1.5492 1.1761 -0.4 -0.1 -1.1
N -5.2229 0.3007 -0.1326 -3.1 0.6 0.4
N -3.0654 0.3055 -0.4389 4.7 -2.2 -3.5
H -5.5131 -0.2679 -0.9153 0.3 0.4 0.2
H -5.8647 0.9144 0.3486 -0.9 -0.6 -0.4
H -3.2646 -0.4129 -1.1202 0.5 0.1 0.1
H -2.1207 0.4579 -0.1156 0.2 -0.2 -0.1
C -1.6110 -1.3213 3.6218 1.2 -1.5 -0.9
O -1.6552 -1.5619 4.7854 -0.9 -0.5 3.5
N -1.3017 -2.2354 2.7262 0.4 -3.2 -2.2
N -1.7422 -0.1520 3.0970 -0.6 5.1 0.1
H -0.9933 -1.9898 1.7963 -0.3 -0.3 0.2
H -1.5216 -3.1930 2.9602 0.5 0.2 -0.2
H -1.4959 0.1750 2.1737 -0.1 -0.4 0.1
H -1.7324 0.5203 3.8507 -0.2 0.6 -0.5
C 1.8780 -2.2487 1.2840 2.5 -3.8 2.6
O 2.5273 -3.1754 1.7659 0.9 -0.1 0.2
N 1.0382 -2.4917 0.3340 -3.3 0.1 -4.2
N 1.8938 -1.0389 1.7550 0.2 3.1 0.7
H 1.1208 -3.2952 -0.2723 0.2 0.1 0.6
H 0.5325 -1.6972 -0.0309 -0.2 -0.1 -0.2
H 2.3558 -0.8741 2.6379 -0.4 0.0 -0.2
H 1.2149 -0.4323 1.3177 0.0 0.7 0.6



[2]
31
Properties=species:S:1:pos:R:3:forces:R:3 method="wB97M-V/def2-TZVPD" charge=+1 mol_weight_g_mol=199.31 homo_energy_ev=-13.70 homo_lumo_gap_ev=11.2
K -0.1119 0.6088 -0.5125 0.2 0.1 0.1
C 1.1399 -2.4573 -1.3149 0.1 0.0 0.4
O 1.4325 -1.2947 -2.0970 -0.4 -0.2 0.1
H 1.6196 -2.3238 -0.3416 0.2 -0.1 -0.1
H 0.0738 -2.5921 -1.0992 0.0 0.2 -0.4
H 1.5089 -3.3590 -1.7998 0.1 0.0 0.1
H 1.5255 -1.5910 -3.0069 0.0 0.3 -0.1
C -3.2122 2.5353 -0.1260 -0.5 0.5 -0.2
O -2.2053 2.0525 0.7593 0.0 -0.3 -0.2
H -3.7037 3.4194 0.2922 0.1 -0.1 -0.1
H -2.7579 2.8328 -1.0720 0.2 0.0 0.2
H -3.9917 1.8025 -0.3643 0.2 -0.1 0.2
H -2.6067 1.9721 1.6299 0.1 0.0 0.0
C -2.8125 -2.0168 0.8988 0.1 0.0 -0.1
O -1.4556 -1.5593 0.9785 0.0 0.4 -0.3
H -2.8394 -2.9610 0.3529 -0.2 -0.1 0.3
H -3.2588 -2.0686 1.8923 0.0 -0.3 0.0
H -3.4134 -1.3046 0.3337 0.3 0.2 -0.1
H -0.9295 -2.2360 1.4117 -0.1 -0.1 0.1
C 2.8977 1.8278 -1.8532 0.5 0.0 0.0
O 1.5874 2.3747 -2.0216 0.2 -0.2 0.1
H 3.3820 1.6545 -2.8178 -0.1 0.0 0.0
H 3.5376 2.4807 -1.2524 -0.1 0.1 -0.1
H 2.8437 0.8671 -1.3425 -0.3 0.0 -0.1
H 1.7120 3.1730 -2.5447 -0.3 0.0 0.1
C 1.4160 -0.4233 2.7350 0.2 -0.5 0.0
O 1.9112 0.3691 1.6541 0.1 -0.2 0.1
H 1.3360 -1.4724 2.4264 -0.3 0.0 0.0
H 2.0803 -0.4366 3.6005 0.0 0.4 0.0
H 0.4454 -0.0352 3.0223 -0.1 0.0 0.0
H 2.8491 0.1615 1.5788 0.0 0.2 -0.2



[3]
51
Properties=species:S:1:pos:R:3:forces:R:3 method="wB97M-V/def2-TZVPD" charge=0 mol_weight_g_mol=543.35 homo_energy_ev="-7.94 / -8.30" homo_lumo_gap_ev="8.1 / 5.0" spin_multiplicity=4
V -27.0749 -30.1363 -26.5183 -0.5 2.2 -1.5
S -26.1402 -27.8682 -27.9209 -1.5 2.0 -1.9
O -26.1307 -28.3737 -26.5900 2.4 0.1 9.2
O -26.8061 -26.5691 -27.9692 0.4 0.0 -0.5
O -24.8544 -27.9176 -28.4888 2.7 0.4 -1.5
O -26.9809 -28.9777 -28.3113 -3.5 -3.0 -4.2
S -27.6328 -33.3054 -25.3527 1.1 3.4 3.0
O -27.0873 -34.2285 -26.2901 0.7 -2.5 -1.9
O -29.0900 -33.6039 -25.3840 0.1 -0.3 0.2
O -27.0345 -33.4140 -24.0294 -0.8 -1.1 0.0
O -27.3472 -31.9428 -25.7843 -0.8 -0.3 0.0
C -24.0709 -30.6580 -25.2837 -0.3 2.2 0.7
O -25.0958 -30.6790 -25.9081 -0.2 -1.3 -1.1
N -23.4037 -31.6174 -24.6739 0.5 -4.0 0.7
N -23.3835 -29.5625 -24.9314 1.0 2.8 0.3
H -22.6714 -31.2560 -24.0796 -0.3 -1.6 -0.1
H -23.8084 -32.5287 -24.5134 0.1 0.2 0.0
H -22.7225 -29.8023 -24.2064 -0.1 1.7 -0.4
H -23.6183 -28.5918 -25.0824 -0.3 -0.4 -0.3
C -26.8113 -28.9278 -23.4073 -1.6 -0.1 -2.6
O -27.0039 -29.6861 -24.3832 1.0 0.3 1.7
N -27.1013 -29.2029 -22.1562 -0.2 -1.0 2.8
N -26.5682 -27.6123 -23.5132 0.8 1.2 -2.2
H -27.1132 -28.3596 -21.6006 0.0 -0.9 0.6
H -27.0741 -30.1163 -21.7259 -0.2 0.2 -0.3
H -26.5190 -26.9264 -22.7734 0.1 -0.5 -0.2
H -26.4839 -27.3075 -24.4724 0.1 0.3 -0.1
C -25.2813 -31.9579 -28.7016 0.6 0.7 2.1
O -26.2387 -31.4433 -28.2236 -3.8 1.7 0.6
N -25.2034 -33.2196 -28.8415 -0.9 -7.8 -0.9
N -24.1431 -31.3843 -28.8020 3.7 3.0 -1.1
H -24.3699 -33.7786 -28.9553 0.1 0.7 -0.3
H -25.8764 -33.7688 -28.3261 -0.4 0.3 -0.2
H -23.3385 -31.9571 -29.0130 0.0 1.0 -0.1
H -24.1846 -30.3814 -28.6895 0.8 0.2 -0.2
C -29.2780 -31.7516 -28.4277 2.0 1.1 1.9
O -28.8011 -30.9572 -27.6221 -0.9 1.6 -0.3
N -29.1196 -33.0078 -28.2732 0.5 -5.7 0.6
N -29.9599 -31.4969 -29.5345 -1.2 2.2 -1.1
H -29.5243 -33.6250 -28.9627 0.3 -0.1 0.3
H -28.8547 -33.4488 -27.4041 0.1 0.4 -0.4
H -30.5630 -32.2791 -29.7457 -0.5 0.8 -0.4
H -30.3661 -30.5978 -29.3183 -0.7 0.3 -1.2
C -29.1980 -27.6756 -25.8011 0.2 -0.5 -0.2
O -28.7171 -28.7597 -26.0515 0.7 -1.4 -1.1
N -28.9670 -26.4797 -26.3055 1.5 1.8 -2.3
N -30.0802 -27.5459 -24.8552 -2.8 0.3 3.0
H -29.6350 -25.7236 -26.2590 0.0 -0.5 0.1
H -28.3433 -26.4329 -27.0985 0.7 0.0 -0.4
H -30.1905 -26.5666 -24.6339 -0.8 -0.7 1.0
H -30.4060 -28.3265 -24.3033 0.1 0.4 -0.1



[4]
40
Properties=species:S:1:pos:R:3:forces:R:3 method="wB97M-V/def2-TZVPD" charge=0 mol_weight_g_mol=300.28 smiles="NC(N)=O.NC(N)=O.NC(N)=O.NC(N)=O.NC(N)=O" homo_energy_ev=-9.47 homo_lumo_gap_ev=9.4
N -5.4214 -2.2095 -2.9175 2.4 -1.1 -2.9
C -6.2954 -2.1147 -1.9587 -0.1 2.1 2.3
N -6.0393 -1.0525 -1.1678 -0.7 1.7 1.7
O -7.1470 -2.9049 -1.7332 -2.2 -2.2 0.8
H -5.4723 -3.1700 -3.2258 0.3 0.4 -1.3
H -5.3033 -1.4013 -3.5115 0.3 -0.6 -0.3
H -6.7349 -0.8383 -0.4675 0.2 0.1 -0.2
H -5.2868 -0.3933 -1.3069 -0.2 -0.4 -0.1
N -3.1264 -4.5758 1.9324 -2.4 0.0 -0.6
C -1.9908 -4.9294 1.2547 -3.2 0.1 -1.1
N -0.9784 -4.6304 1.9587 4.6 1.1 2.9
O -1.9015 -5.3963 0.1506 -0.8 -0.9 -1.5
H -4.0173 -4.6591 1.4639 0.3 0.0 0.0
H -3.1534 -4.1375 2.8420 0.2 -0.3 -0.3
H -1.1622 -4.0744 2.7816 1.1 -0.4 0.0
H -0.0971 -4.9984 1.6299 0.1 0.5 0.6
N 7.1527 1.9253 -2.6749 2.0 -0.1 -1.9
C 6.4557 1.9851 -1.5556 1.7 0.3 2.7
N 5.1776 2.0512 -1.8176 -4.3 0.4 -0.9
O 6.9427 2.0309 -0.4385 0.3 -0.5 0.2
H 8.1499 1.8175 -2.5561 -0.2 0.0 -0.5
H 6.6583 1.7277 -3.5332 0.7 -0.2 0.1
H 4.4782 2.0540 -1.0890 0.4 0.2 0.0
H 4.9889 2.6055 -2.6405 -0.6 -0.2 0.2
N -1.8500 0.2889 -0.0506 -4.9 2.2 1.4
C -0.5530 0.3171 -0.1655 -0.5 -0.5 -1.1
N -0.2110 -0.8832 -0.5936 3.2 -1.3 -0.5
O 0.1138 1.3095 -0.0425 1.5 1.0 0.6
H -2.2350 1.1498 0.3108 -0.4 -0.3 -0.1
H -2.4397 -0.5275 -0.1265 0.3 0.4 0.2
H 0.7970 -0.9464 -0.5963 -0.2 -1.3 -0.5
H -0.9195 -1.5915 -0.7222 1.0 -0.2 0.0
N 2.7079 4.8361 1.6161 -0.5 1.6 -9.4
C 3.1457 4.8330 2.7956 3.3 0.8 3.5
N 2.2564 4.1781 3.4394 -4.8 -4.4 5.4
O 4.1438 5.3396 3.2564 0.9 0.8 0.2
H 2.1671 4.0711 1.2387 0.1 0.4 0.1
H 3.2139 5.3650 0.9202 0.1 -0.2 0.1
H 1.5156 3.7319 2.9176 0.1 0.3 0.3
H 2.2702 3.8172 4.3826 0.8 0.5 -0.1



[5]
29
Properties=species:S:1:pos:R:3:forces:R:3 method="wB97M-V/def2-TZVPD" charge=+2 mol_weight_g_mol=140.23 homo_energy_ev=-17.56 homo_lumo_gap_ev=11.8
C 1.7405 -2.1632 0.2856 1.1 0.5 0.8
C 0.7955 -1.7650 -0.8077 0.0 -0.5 -1.2
C 0.0150 -0.4500 -0.6177 -0.3 -0.4 0.5
C -1.3816 -0.4935 -1.3007 0.9 -0.1 -0.4
C -2.5919 -0.0971 -0.5060 -0.9 0.1 0.7
N -2.7459 1.4050 -0.4662 -0.2 1.2 -0.4
N 3.0033 -1.2612 0.2650 -0.2 -1.1 0.3
H 1.3565 -2.0834 1.2999 -0.3 0.2 0.0
H 2.1889 -3.1595 0.2621 -0.5 -0.1 -0.7
H 1.3236 -1.7852 -1.7749 0.1 0.3 0.2
H 0.1251 -2.6063 -0.9846 -0.3 0.0 0.5
H -0.0566 -0.3238 0.4652 -0.4 0.2 0.1
H 0.5528 0.4137 -0.9945 0.4 0.0 0.0
H -1.5333 -1.4855 -1.7096 -0.3 -0.3 0.2
H -1.3300 0.1085 -2.2077 -0.1 0.2 -0.1
H -3.5125 -0.4544 -0.9532 0.0 -0.1 -0.2
H -2.6343 -0.4335 0.5307 0.4 0.0 -0.1
H -3.3252 1.8455 0.2587 0.0 -0.7 0.6
H -3.1774 1.7700 -1.3269 0.4 -0.3 -0.1
H -1.8399 1.8600 -0.3637 0.1 0.0 0.0
H 3.7223 -1.7849 0.7638 0.3 0.1 0.0
H 2.9303 -0.3731 0.7614 -0.2 0.4 -0.6
H 3.3061 -1.1810 -0.7093 0.1 0.6 0.2
H -1.8865 2.8678 3.0788 -0.3 -0.4 -0.1
H -2.8406 1.7778 3.5975 0.2 0.2 -0.5
O -2.3994 2.0940 2.7875 0.1 0.1 0.3
H 3.6552 2.8662 -0.5837 -0.1 -0.2 0.4
H 3.3267 2.6295 0.9160 0.1 0.3 -0.1
O 3.2133 2.2626 0.0339 -0.1 -0.3 -0.2



[6]
31
Properties=species:S:1:pos:R:3:forces:R:3 method="wB97M-V/def2-TZVPD" charge=+1 mol_weight_g_mol=174.22 homo_energy_ev=-14.05 homo_lumo_gap_ev=11.4
O 1.8065 1.4474 1.6390 0.9 1.9 2.6
C 1.8509 0.0660 1.4677 -2.4 -0.9 -0.8
C 1.7239 0.0913 -0.0934 0.9 -0.3 -2.1
N 0.9017 1.3796 -0.6260 0.2 0.3 1.2
C 0.6170 1.1071 -2.0556 -0.2 -0.4 -3.8
C 0.1592 -0.3611 -2.0526 1.6 -1.6 -2.0
C 0.9168 -1.0091 -0.8814 1.4 -1.8 0.7
H 1.9476 1.7950 2.5629 -0.1 -1.0 -1.3
H 2.8079 -0.4778 1.7506 -1.2 0.7 -0.1
H 0.8649 -0.3952 1.9454 2.4 0.4 -0.8
H 2.7937 0.1930 -0.4682 -1.5 0.2 0.1
H 0.0113 1.3926 -0.0303 1.3 0.0 -1.2
H 1.3605 2.3108 -0.4509 -0.4 -1.3 -0.1
H 1.5627 1.0817 -2.7825 -1.3 0.4 2.5
H -0.0632 1.7827 -2.7358 0.9 -0.8 2.5
H 0.5603 -0.8032 -3.0376 -0.4 0.6 1.4
H -0.8606 -0.7375 -2.1260 -0.4 1.1 0.6
H 0.3026 -1.4448 -0.1080 -0.9 0.0 0.1
H 1.4769 -1.9799 -1.2202 -0.3 2.2 0.6
H -1.8904 -2.6405 2.7234 -6.0 -0.4 -0.2
H -0.7819 -3.0765 3.3779 0.7 1.3 -1.6
O -1.0311 -2.4818 2.5958 5.3 -0.7 1.7
H -1.0364 -0.4976 1.6819 0.0 1.2 -1.6
H -2.0359 0.2908 2.1226 -0.6 1.3 -0.7
O -1.4746 0.3508 1.3197 0.6 -2.6 2.2
H -1.9812 3.7646 -0.6954 2.0 -1.6 0.2
H -1.5298 2.6365 0.2461 -0.2 -0.1 0.2
O -1.2088 3.1101 -0.5285 -2.1 1.7 -0.3
H -2.0958 -1.9255 -0.6739 1.8 0.7 0.3
H -2.7785 -2.6788 -1.9018 0.0 1.0 2.4
O -2.8965 -2.2908 -0.9647 -1.8 -1.7 -2.7